Computed, not measured: a cluster of 2 separate species, C4H12N2O3S in total, with wB97M-V/def2-TZVPD.

```
22
Properties=species:S:1:pos:R:3:forces:R:3:mulliken_charge:R:1
C 0.317131 -1.420929 0.099256 0.19 -2.25 1.48 -1.176
C 2.932042 -0.831405 -0.203939 -1.26 2.04 3.05 -1.092
C 2.306835 1.621191 -0.145053 -0.01 2.35 -1.44 -0.816
C 0.584465 0.018436 -0.083084 1.76 -0.59 0.76 0.834
N -2.984252 0.861847 0.320624 1.37 1.77 0.12 -0.490
N 1.921540 0.232649 0.052356 0.75 1.21 -1.39 0.063
O -2.944286 -1.435853 -0.067344 0.85 -1.70 -0.86 -0.523
O -5.071773 -0.244073 -0.063828 0.14 0.43 -0.88 -0.515
O -0.177933 0.960707 -0.163405 -1.15 -0.06 -0.19 -0.726
S -3.544985 -0.315555 -0.736779 -1.38 0.68 2.55 0.629
H -0.653814 -1.734810 0.027997 -2.99 0.12 -0.93 0.397
H 0.368798 -1.697050 1.209721 0.99 0.49 -1.29 0.269
H 0.822511 -2.193366 -0.531867 0.25 1.08 0.68 0.246
H 3.813954 -0.270149 -0.319531 1.40 0.17 -0.17 0.439
H 2.925324 -1.344983 0.757232 0.64 -0.81 -0.47 0.327
H 2.734948 -1.416314 -1.035041 -0.43 -1.18 -1.47 0.341
H 1.392509 2.141996 -0.667275 2.17 -0.89 0.47 0.262
H 2.414790 2.249643 0.746516 -0.18 -0.67 0.49 0.268
H 3.326241 1.824454 -0.663502 -1.88 -0.92 0.36 0.302
H -3.468243 1.726363 0.449812 -1.29 0.35 -0.36 0.322
H -2.027338 1.226940 0.149751 -0.17 -1.34 -0.16 0.276
H -4.988470 0.040267 0.867379 0.23 -0.30 -0.35 0.363
```
Positions in Å, forces in eV/Å.

Properties
LUMO = 0.027 Ha
Maximum force = 3.883 eV Å⁻¹
Energy above the lowest of the compared OMol25 structures with the same formula, charge and spin = 71.9 kJ/mol
HOMO-LUMO gap = 0.376 hartree
HOMO = -9.50 eV
Multiplicity = 1